# 1
DFT (ωB97M-V/def2-TZVPD) results for a molecular structure, C22H37MoN3O2PS4Se.

XYZ file:
```
71
Properties=species:S:1:pos:R:3:forces:R:3
H 3.686 1.479 3.843 -0.1008 -0.1091 -0.1929
C 0.308 2.851 -1.966 -0.3873 1.1208 -0.4536
C 2.078 -0.356 1.343 -0.1719 -0.3208 1.1484
H -3.434 -3.907 -0.632 -0.0778 -0.0844 0.0409
H 1.507 -5.552 1.894 -0.1269 0.1179 -0.1113
C 0.859 1.157 -0.215 0.1624 -0.0102 -0.0742
N 1.912 0.381 0.111 -0.3671 0.2695 -0.6213
C -5.290 0.168 -1.576 -0.8714 0.7594 0.2009
C 2.274 1.313 -1.897 0.3014 -0.3991 0.3220
H -3.764 -4.475 1.034 -0.0973 -0.0541 0.0163
H 0.431 4.941 -2.347 0.0075 -0.0281 -0.1387
C 4.057 2.230 1.893 -0.0670 0.0621 -0.2857
H 2.797 -3.799 3.160 0.1037 -0.0085 -0.0575
H 4.154 1.907 0.856 0.0800 -0.0046 -0.1097
H -8.387 0.202 -1.484 0.1283 0.0114 0.0075
O 0.531 -3.701 1.775 -0.7499 0.8100 -0.7826
C 4.672 0.048 -2.358 -0.0970 -0.2535 0.6925
H -1.983 -5.855 -1.055 0.1205 0.0386 0.2009
H 1.987 4.122 -2.425 -0.0500 0.0238 -0.1085
C 4.037 -0.204 -1.156 0.2560 -0.0713 -0.1217
H -0.658 2.910 -1.452 0.1263 -0.0776 -0.1171
H -7.703 0.990 -3.601 0.0809 -0.0148 0.0739
H -7.800 1.674 -0.711 0.0809 -0.0656 -0.0831
S -2.127 -2.212 1.831 0.2533 -0.1259 -0.4099
H 5.023 2.621 2.199 0.0038 0.0967 -0.0398
H 2.501 2.193 -3.869 -0.0360 0.1351 -0.0449
H 3.330 3.044 1.918 0.0298 0.0962 0.0690
C 0.183 5.059 0.395 -0.1996 -0.0565 -0.1083
S -5.370 0.996 -3.058 0.3405 -0.1422 0.2234
H -4.399 -5.363 -0.339 0.0125 -0.0252 -0.0974
N -6.394 0.152 -0.872 0.9262 -0.3977 0.1295
C 2.816 0.432 -0.936 -0.2467 0.3699 -0.4476
H -2.469 -6.609 0.481 0.1027 0.1893 -0.0830
H 2.017 5.561 -0.549 -0.0954 -0.2509 -0.0053
S -0.500 -2.299 -0.759 -0.3390 -0.1286 0.3654
H -0.386 5.853 -0.091 -0.0362 -0.0046 0.0710
H 1.511 1.360 2.539 -0.0248 0.0279 0.0884
C 1.962 -4.321 3.618 -0.1457 0.0179 -0.0691
H 1.974 -0.071 3.454 -0.1041 -0.0314 -0.0241
H 5.617 -0.432 -2.559 0.0844 -0.0458 -0.0168
H -6.495 -0.339 0.011 0.1493 -0.0206 -0.0253
C -3.545 -4.788 0.012 0.1776 0.0736 0.0473
H -7.221 2.511 -2.843 0.0733 -0.0405 0.0195
H 2.359 -5.158 4.194 0.0062 -0.0282 -0.0140
H 4.482 -0.869 -0.434 0.0439 -0.0545 0.1012
C 2.237 0.542 2.590 0.2645 -0.2116 -0.2355
H 2.007 3.945 0.085 -0.0223 -0.0814 -0.0633
H 4.655 1.057 -4.248 -0.0103 0.0293 -0.0780
C 1.378 4.671 -0.446 0.5411 0.2296 -0.0429
S -3.899 -0.764 -1.060 0.2540 -0.8715 -0.1994
C 1.018 -4.871 2.587 0.5835 -0.6150 0.6617
O -1.189 -5.064 0.681 0.4791 1.3597 0.2562
H 4.384 0.300 2.786 -0.1351 -0.0748 -0.0762
C -7.128 1.428 -2.784 -0.1426 0.0785 -0.2659
C 3.641 1.104 2.812 0.1033 0.0484 0.6027
H 0.139 2.638 -3.024 -0.1193 -0.1450 0.1241
H -0.503 4.217 0.547 -0.1028 -0.0326 0.1146
H 1.198 -1.007 1.483 0.3243 0.1030 -0.1627
H 2.959 -0.991 1.228 -0.1504 0.0006 -0.0401
C -7.529 0.876 -1.410 -0.9053 0.3969 -0.0870
C 4.123 0.904 -3.321 -0.5375 0.4173 -0.0964
H 0.506 5.417 1.369 -0.0930 0.0046 0.0884
H 0.154 -5.349 3.044 -0.0911 0.0572 -0.1261
C 2.920 1.553 -3.110 0.2641 0.0081 -0.1785
Mo -1.933 -0.721 0.079 0.4345 -1.0809 0.1661
H 1.448 -3.656 4.307 -0.0289 0.0469 0.0875
P -0.756 -3.612 0.945 0.2672 0.3525 0.2475
C 1.059 4.195 -1.858 -0.0735 -0.1680 0.1937
Se -0.790 1.235 0.772 0.6529 0.2684 0.1082
N 1.069 1.764 -1.396 0.0856 -0.7455 0.3661
C -2.311 -5.657 -0.032 -1.1010 -0.7405 -0.5396
```
Forces are in eV/Å.

Calculated values
- Total charge: +4
- ⟨S²⟩: 0.78
- Spin multiplicity: 2
- Kohn-Sham gap (alpha / beta): 4.03 / 4.39 eV

Atom charges from the Mulliken analysis, given in e for atoms 1 to 8:
1 H 0.43
2 C -0.97
3 C -0.16
4 H 0.18
5 H 0.32
6 C -0.39
7 N 1.35
8 C 0.53



# 2
DFT (ωB97M-V/def2-TZVPD) results for 2 unconnected molecules or ions with the total composition C4H12NOP.

XYZ file:
```
19
Properties=species:S:1:pos:R:3:forces:R:3
P -1.470 1.386 -0.027 2.1238 -1.9214 0.0691
H 3.115 1.011 1.793 -0.5286 -0.4405 0.3351
C 1.654 -0.226 0.746 -3.2233 -1.0919 -0.1985
N -1.882 0.000 0.878 0.9174 1.6443 0.7006
O -2.151 0.852 -1.425 -0.0012 0.9864 -0.9500
H -2.229 1.568 -2.102 0.1161 -0.8560 0.9242
H 1.580 1.439 -0.656 1.0197 1.9227 -0.4396
H -2.454 -2.003 1.121 -0.3360 0.7238 -0.7308
H 3.714 0.181 0.554 1.9943 0.0808 -2.7418
H 0.945 -0.172 1.594 0.2044 0.1189 0.1067
H -3.854 -0.807 1.018 1.2505 -0.5394 -0.8167
H 3.386 -0.737 1.851 0.3791 -1.2988 1.4273
C 1.027 0.609 -0.383 -2.4039 -1.7353 -0.3494
H 0.828 -0.011 -1.309 0.1021 0.7035 1.0268
C 3.010 0.042 1.273 -0.7440 1.9530 0.7970
C -2.807 -1.065 0.621 -0.5579 0.1332 -0.7876
H -1.348 -0.042 1.729 -0.0530 -0.0494 0.2310
H 1.469 -1.295 0.461 0.7785 0.6526 0.1291
H -2.728 -1.086 -0.507 -1.0379 -0.9866 1.2674
```
Forces are in eV/Å.

Calculated values
- Total charge: 0
- Kohn-Sham gap: 7.47 eV

Atom charges from the Mulliken analysis, given in e for atoms 1 to 8:
1 P 0.24
2 H 0.31
3 C 0.16
4 N -0.15
5 O -0.48
6 H 0.32
7 H 0.49
8 H 0.27



# 3
DFT (ωB97M-V/def2-TZVPD) results for a molecular structure, C4H8N2O.

XYZ file:
```
15
Properties=species:S:1:pos:R:3:forces:R:3
C 1.515 0.506 -0.441 -0.1885 -0.0321 -0.1173
C 0.732 -0.654 -0.695 0.0719 0.0758 -0.0045
H -1.065 -0.800 1.600 -0.0457 0.0927 -0.1416
C -0.749 1.021 0.648 0.4136 0.5127 -0.0146
C -1.253 -0.266 0.662 0.1386 0.1932 0.2502
H -3.293 -0.265 0.546 0.0712 -0.0182 -0.1599
H 0.073 -0.666 -1.554 0.0838 0.0148 0.1422
H 0.871 -1.533 -0.081 -0.0241 0.1224 -0.0625
O 2.344 0.482 0.617 0.0654 0.1364 0.0142
H 1.511 1.356 -1.111 -0.0177 -0.1280 0.0714
H -2.590 -1.508 -0.224 0.0290 0.1298 -0.0517
H 1.883 -0.536 -1.296 -0.0198 -0.0655 -0.0687
N -2.496 -0.515 -0.037 -0.1009 -0.1608 0.0836
H 2.596 1.391 0.828 -0.0083 -0.0975 -0.0104
N -0.079 1.987 0.537 -0.4687 -0.7757 0.0696
```
Forces are in eV/Å.

Calculated values
- Total charge: 0
- Kohn-Sham gap (alpha / beta): 7.73 / 7.73 eV

Atom charges from the Mulliken analysis, given in e for atoms 1 to 8:
1 C -0.05
2 C -0.89
3 H 0.30
4 C 0.70
5 C -0.62
6 H 0.23
7 H 0.39
8 H 0.39



# 4
DFT (ωB97M-V/def2-TZVPD) results for a molecular structure, C47H59AsGeMgN7OS2.

XYZ file:
```
119
Properties=species:S:1:pos:R:3:forces:R:3
N -2.083 -0.078 3.287 -0.0184 -0.0362 0.0745
H -3.146 6.467 1.427 -0.0048 0.0041 0.0053
C -1.787 3.313 0.451 0.0232 0.0012 -0.0084
O -0.907 0.084 1.398 0.2754 0.0717 0.2670
H 1.925 3.372 4.702 -0.0223 0.0068 -0.0072
H 2.879 6.794 0.449 -0.0290 0.0451 -0.0254
As -0.099 -3.145 0.723 0.1501 -0.3241 -0.1945
C 4.849 -0.244 -0.221 0.0241 -0.0065 -0.0186
C 1.845 2.930 3.721 0.0543 -0.0092 -0.0120
H 3.380 5.384 -0.458 0.0105 -0.0028 0.0795
C 1.254 5.503 -0.147 0.0221 0.0108 -0.0018
H 2.096 -1.416 4.616 0.0350 0.0174 -0.0200
H -2.601 -6.493 -3.245 0.0003 -0.0022 -0.0004
H -1.075 -0.784 6.391 -0.0003 -0.0034 -0.0013
C 1.116 2.426 1.557 -0.1276 0.0408 -0.0315
C -2.135 -0.277 4.622 -0.0063 -0.0012 -0.0074
H -0.078 -1.141 -6.068 -0.0064 -0.0027 -0.0004
C -1.036 -0.636 5.323 0.0340 -0.0046 -0.0127
C -2.344 4.481 -0.366 -0.0286 -0.0296 0.0280
C 2.174 -4.984 0.449 -0.0319 -0.0338 0.0022
H -2.397 2.421 0.289 -0.0246 0.0060 0.0403
C 1.877 -4.027 2.632 -0.0159 0.0310 -0.0036
C 2.759 -1.327 -0.476 -0.1075 -0.0890 0.0987
C 3.743 -5.482 2.207 0.0037 0.0039 0.0041
H 2.353 1.172 -1.944 -0.0103 0.0167 -0.0063
C 0.150 -0.856 4.567 -0.0445 0.0514 -0.0595
N 0.582 -0.485 -2.365 -0.2346 -0.4564 -0.0264
H 0.002 1.578 -0.943 0.0072 -0.0017 -0.0074
H -4.469 -5.603 3.567 -0.0020 -0.0008 -0.0004
H -4.395 4.009 0.080 -0.0107 0.0038 -0.0289
N 0.209 -0.653 3.255 0.1205 0.1537 0.0189
C -2.550 -5.796 -1.224 -0.0186 0.0172 -0.0025
N 1.258 -1.320 5.164 0.0365 0.0043 -0.0178
C -1.721 -0.676 -4.741 0.0019 0.0141 0.0068
C -2.296 -4.783 1.107 0.0061 -0.0065 -0.0154
N 2.098 -0.399 0.228 0.3390 0.4868 0.0260
H 2.006 3.775 -1.224 -0.0001 0.0171 0.0376
H 4.631 -5.993 2.553 -0.0003 -0.0026 0.0001
C 1.445 -4.180 1.317 0.0195 0.0884 0.0356
N 0.666 0.122 -4.618 0.0083 0.0120 0.0018
H 3.619 7.427 -1.857 -0.0015 0.0004 -0.0102
H 2.922 1.244 -3.618 0.0138 -0.0063 0.0090
H 1.292 -1.486 6.152 0.0051 0.0182 0.0001
H 0.108 3.884 2.896 0.0187 0.0205 -0.0093
C 2.044 1.316 -2.977 -0.0309 -0.0021 -0.0008
H 0.544 4.445 -1.921 0.0152 -0.0057 -0.0141
C -1.757 -3.620 3.163 -0.0344 0.0009 0.0198
H 3.873 -6.269 0.217 0.0025 0.0019 -0.0015
H 1.313 -3.404 3.318 0.0036 -0.0084 -0.0140
C 0.044 2.336 -5.610 0.0005 -0.0223 0.0035
H -2.310 -1.574 -4.929 -0.0010 -0.0016 0.0019
C -3.632 -5.123 3.078 -0.0009 0.0081 -0.0008
H 2.387 6.377 -2.552 -0.0043 0.0014 -0.0044
H -1.896 -0.379 -3.707 -0.0013 -0.0154 0.0056
H 5.912 -0.167 -0.405 0.0022 0.0019 0.0088
H 4.578 -2.106 -1.281 -0.0148 -0.0121 0.0007
C -0.986 -5.119 -2.930 -0.0122 -0.0022 0.0020
H -4.010 -6.078 1.200 -0.0014 -0.0021 0.0036
H -1.680 5.347 -0.280 -0.0068 0.0074 -0.0212
C -2.827 -4.244 3.791 0.0016 -0.0200 -0.0098
S -4.266 -2.338 -1.538 -0.0117 0.0082 -0.0017
C -2.865 -1.601 -1.235 -0.0065 0.0283 0.0230
H -0.115 -1.146 -2.701 -0.0516 0.0919 -0.0324
C -1.900 -4.984 -0.303 -0.0143 0.0227 0.0215
H -0.976 2.039 -5.848 -0.0016 0.0026 -0.0058
H 0.068 -1.867 -4.488 0.0078 -0.0061 -0.0191
C -0.245 -0.957 -5.007 -0.0453 0.0243 0.0133
H 2.162 -2.143 -0.863 -0.0111 0.0343 -0.0473
H 0.467 6.219 -0.400 -0.0220 0.0186 0.0982
H 0.952 0.647 -6.594 0.0175 0.0000 -0.0004
C 1.039 4.223 -0.972 -0.0446 -0.0162 -0.1290
H -4.147 0.159 3.171 -0.0033 -0.0011 -0.0004
C 3.016 -4.680 3.077 0.0020 -0.0015 -0.0095
H -3.404 -0.611 1.746 0.0080 0.0111 -0.0026
H 1.839 -5.133 -0.570 -0.0008 0.0062 -0.0003
H -4.796 5.901 1.680 0.0001 0.0030 0.0035
H -3.426 -6.362 -0.937 0.0007 -0.0010 0.0020
H -3.101 -0.136 5.087 -0.0018 -0.0048 -0.0034
C -0.875 -0.202 2.613 -0.3374 -0.0551 -0.1816
C -3.293 0.170 2.499 0.0010 0.0339 -0.0139
C 4.117 -1.309 -0.716 0.0495 0.0027 0.0200
C 2.821 0.617 0.751 0.0355 -0.1105 -0.0733
Ge 0.042 2.823 -0.026 0.0794 0.0843 0.0772
S 2.992 1.790 3.192 -0.0713 -0.0789 0.0608
C 4.194 0.720 0.520 -0.0052 -0.0050 0.0182
C 0.917 3.178 2.757 -0.0451 -0.0379 0.0112
H 1.152 5.307 0.924 0.0455 -0.0852 -0.0090
H -3.032 -4.046 4.836 -0.0020 -0.0011 -0.0033
C 2.613 6.163 -0.401 -0.0259 0.0199 -0.0485
C -1.496 -3.893 1.831 -0.0451 0.1047 -0.0201
C -3.786 5.582 1.425 -0.0019 -0.0220 -0.0069
C 3.319 -5.633 0.895 0.0102 0.0004 0.0030
H -2.096 0.113 -5.392 0.0016 0.0008 -0.0028
C 1.030 0.261 -3.326 0.1236 0.0528 0.0589
H -3.443 4.921 2.223 0.0014 0.0046 0.0042
Mg -0.058 -0.519 -0.301 0.2637 0.2194 0.1464
H -1.132 -2.935 3.720 0.0023 -0.0111 -0.0004
H 0.518 -3.710 -2.335 0.0028 -0.0041 0.0077
H 0.364 3.072 -6.347 -0.0019 0.0006 -0.0021
H 1.912 7.803 -1.629 -0.0024 0.0008 -0.0083
H 3.337 -4.568 4.106 0.0020 -0.0073 0.0057
C -3.752 4.894 0.064 0.0091 0.0012 0.0084
H -0.641 -5.173 -3.954 -0.0003 -0.0009 -0.0052
C 2.636 6.989 -1.682 0.0207 -0.0546 -0.0059
C -0.781 -4.252 -0.705 0.0136 0.0073 -0.0071
H 1.631 2.320 -3.080 0.0096 -0.0180 -0.0378
C -0.335 -4.302 -2.016 0.0274 0.0007 0.0005
H -2.357 4.206 -1.425 0.0176 -0.0014 -0.0055
H 4.730 1.565 0.928 -0.0001 -0.0008 -0.0075
H -4.170 5.567 -0.688 0.0017 0.0047 0.0037
H 0.032 2.818 -4.631 0.0010 0.0096 -0.0013
H 2.015 1.471 -5.484 0.0009 -0.0053 0.0037
H -3.225 1.132 1.997 0.0055 -0.0025 0.0152
N -1.844 -1.063 -1.009 -0.3114 -0.1064 -0.1459
H -1.816 3.535 1.520 -0.0075 -0.0074 0.0019
C 0.988 1.138 -5.622 0.0022 0.0043 0.0024
C -2.089 -5.865 -2.529 0.0118 -0.0012 -0.0023
C -3.371 -5.393 1.743 0.0013 0.0007 -0.0094
C 2.210 1.614 1.661 -0.0857 -0.2107 0.0544
```
Forces are in eV/Å.

Calculated values
- Total charge: +1
- Kohn-Sham gap: 7.59 eV

Atom charges from the Mulliken analysis, given in e for atoms 1 to 8:
1 N 0.32
2 H 0.27
3 C -0.72
4 O 0.15
5 H 0.52
6 H 0.42
7 As 0.86
8 C -1.05



Which molecular weight belongs to each record? In order, 709.699 121.120 100.121 974.008 g mol⁻¹.
Which max |F| belongs to each record? In order, 1.464 3.409 0.909 0.594 eV/A.